91
Properties=species:S:1:pos:R:3:forces:R:3 method="wB97M-V/def2-TZVPD" lumo_energy_ev=0.38 molar_mass_g_mol=868.0 e_homo_ev=-6.77 de_lowest_ev=0.000 orbital_gap_ev=7.15
Pt 0.406077 -0.211213 0.146894 0.3 0.2 -1.3
C 3.927691 1.642718 -0.569770 0.0 0.0 0.0
Si 2.663916 2.577417 0.447740 0.1 0.1 -0.1
C 3.409707 2.884470 2.149287 0.0 0.0 0.0
C 2.416786 4.242252 -0.392504 0.0 0.0 0.0
N 1.187820 1.703042 0.557567 -0.2 -0.1 0.3
P -0.293845 2.060140 1.128799 0.0 0.0 0.1
C -1.308409 1.003244 0.262683 0.1 -0.3 0.3
P -2.124291 -0.458422 0.565835 -0.1 0.0 0.1
N -1.173804 -1.583361 -0.126395 0.0 0.2 0.3
Si -1.463782 -3.141888 -0.789459 0.0 -0.1 -0.1
C -2.833344 -3.110963 -2.076939 0.0 0.0 0.0
C -1.949149 -4.362850 0.560739 0.0 0.0 0.0
C 0.069476 -3.812207 -1.634369 0.0 0.0 0.0
C -3.806005 -0.521949 -0.104549 0.0 0.2 0.0
C -4.746407 -1.444792 0.348267 0.0 0.0 0.0
C -5.995145 -1.517825 -0.249674 0.0 0.0 0.0
C -6.311800 -0.666825 -1.300887 0.0 0.0 0.0
C -5.381495 0.259160 -1.751712 0.0 0.0 0.0
C -4.131054 0.332014 -1.154265 0.0 0.0 0.0
C -2.383577 -0.872500 2.322261 -0.1 -0.1 0.0
C -1.563897 -1.804007 2.949424 0.0 0.0 0.0
C -1.737290 -2.105194 4.293077 0.0 0.0 0.0
C -2.739395 -1.478823 5.019689 0.0 0.0 0.0
C -3.563826 -0.549239 4.400927 0.0 0.0 0.0
C -3.384913 -0.245412 3.060431 0.0 0.0 0.0
C -0.325702 1.873167 2.940878 0.0 0.1 0.0
C 0.677456 1.156699 3.584997 0.0 0.0 0.0
C 0.640747 0.977137 4.960551 0.0 0.0 0.0
C -0.400568 1.514876 5.703323 0.0 0.0 0.0
C -1.406139 2.229335 5.067479 0.0 0.0 0.0
C -1.370301 2.405501 3.693068 0.0 0.0 0.0
C -0.681664 3.814284 0.898460 -0.1 0.0 0.0
C -1.369109 4.191358 -0.251410 0.0 0.0 0.0
C -1.619960 5.532016 -0.506425 0.0 0.0 0.0
C -1.186012 6.500504 0.388011 0.0 0.0 0.0
C -0.504870 6.129769 1.540419 0.0 0.0 0.0
C -0.253590 4.790410 1.795553 0.0 0.0 0.0
H 4.728494 2.335759 -0.844675 0.0 0.0 0.0
H 3.495896 1.241398 -1.487924 0.0 0.0 0.0
H 4.370949 0.808528 -0.023499 0.0 0.0 0.0
H 4.289630 3.530605 2.081667 0.0 0.0 0.0
H 3.721050 1.945886 2.616076 0.0 0.0 0.0
H 2.692439 3.364040 2.820916 0.0 0.0 0.0
H 3.385330 4.622499 -0.730229 0.0 0.0 0.0
H 1.973254 4.995636 0.259251 0.0 0.0 0.0
H 1.772155 4.140818 -1.268911 0.0 0.0 0.0
H -3.830545 -3.020747 -1.644225 0.0 0.0 0.0
H -2.804295 -4.035985 -2.660177 0.0 0.0 0.0
H -2.693868 -2.274821 -2.766629 0.0 0.0 0.0
H -2.781910 -3.988135 1.161782 0.0 0.0 0.0
H -1.109969 -4.543388 1.238728 0.0 0.0 0.0
H -2.248350 -5.325696 0.136687 0.0 0.0 0.0
H 0.608571 -3.037708 -2.178487 0.0 0.0 0.0
H -0.229846 -4.586455 -2.346544 0.0 0.0 0.0
H 0.765979 -4.260982 -0.921022 0.0 0.0 0.0
H -4.504133 -2.107012 1.171276 0.0 0.0 0.0
H -6.722436 -2.237340 0.104585 0.0 0.0 0.0
H -7.287618 -0.724904 -1.766473 0.0 0.0 0.0
H -5.630000 0.924121 -2.569001 0.0 0.0 0.0
H -3.388477 1.045058 -1.493660 0.0 0.0 0.0
H -0.798894 -2.299279 2.363723 0.0 0.0 0.0
H -1.096134 -2.835569 4.771948 0.0 0.0 0.0
H -2.879803 -1.715545 6.066999 0.0 0.0 0.0
H -4.344972 -0.056255 4.966250 0.0 0.0 0.0
H -4.030759 0.482921 2.581947 0.0 0.0 0.0
H 1.486679 0.745993 2.993098 0.0 0.0 0.0
H 1.428820 0.421806 5.454847 0.0 0.0 0.0
H -0.429126 1.377850 6.777158 0.0 0.0 0.0
H -2.223132 2.645780 5.643568 0.0 0.0 0.0
H -2.159549 2.963244 3.200679 0.0 0.0 0.0
H -1.697350 3.419592 -0.938245 0.0 0.0 0.0
H -2.153549 5.821463 -1.402806 0.0 0.0 0.0
H -1.381019 7.546942 0.189774 0.0 0.0 0.0
H -0.169557 6.884970 2.239965 0.0 0.0 0.0
H 0.276295 4.504279 2.696706 0.0 0.0 0.0
C 4.656324 -3.564023 -0.529210 0.0 0.0 0.0
N 3.845087 -3.234021 0.616633 0.1 0.0 0.0
C 3.830157 -4.072733 1.809296 0.0 0.0 0.0
C 2.829557 -3.346524 2.720156 0.0 0.0 0.0
N 2.117610 -2.517027 1.760229 0.0 -0.1 0.0
C 2.787445 -2.402323 0.599867 -0.1 0.0 0.0
S 2.334787 -1.376461 -0.647501 0.1 -0.1 0.3
H 5.711751 -3.554035 -0.255158 0.0 0.0 0.0
H 4.484451 -2.824174 -1.306512 0.0 0.0 0.0
H 4.399301 -4.553301 -0.918409 0.0 0.0 0.0
H 4.825882 -4.136270 2.247881 0.0 0.0 0.0
H 3.496085 -5.085213 1.559015 0.0 0.0 0.0
H 3.337562 -2.738174 3.472540 0.0 0.0 0.0
H 2.155565 -4.036644 3.224026 0.0 0.0 0.0
H 1.408856 -1.824864 1.969174 0.0 0.0 0.0

=====

107
Properties=species:S:1:pos:R:3:forces:R:3 method="wB97M-V/def2-TZVPD" lumo_energy_ev=-0.64 molar_mass_g_mol=1868.3 e_homo_ev=-7.90 orbital_gap_ev=7.26
C -6.795283 -3.829345 -0.774597 0.0 -0.9 -0.3
P -5.202566 -4.322251 -0.010402 0.6 1.0 1.1
O -5.525104 -5.848552 0.609564 -0.2 0.0 -0.7
C -3.948135 -4.665319 -1.341474 -0.8 -0.4 -0.3
C -4.182715 -5.446588 -2.459505 0.5 0.0 -0.1
C -5.519846 -6.080550 -2.768277 0.3 0.1 -0.3
C -6.374180 -5.300371 -3.820016 0.0 -0.3 0.0
C -5.789899 -3.970701 -4.235814 -0.3 0.0 -0.3
O -6.012891 -2.953293 -3.667030 0.0 0.7 0.7
O -4.964840 -3.950972 -5.314263 -0.1 0.0 -0.3
C -3.123833 -5.678060 -3.404741 -0.3 -0.1 0.6
P -3.279496 -6.707105 -4.903729 1.3 1.2 -0.9
S -2.098708 -6.111182 -6.349409 -0.2 -0.2 0.2
C -1.898901 -5.112213 -3.193610 0.0 -0.3 -0.3
C -1.650653 -4.296710 -2.078512 0.3 0.0 -0.1
N -0.409749 -3.741132 -1.952527 -0.1 0.1 0.1
C -0.245471 -2.975325 -0.914548 0.0 -0.3 -0.5
C -1.263590 -2.756178 0.049756 0.4 0.7 0.9
C -1.018170 -1.847872 1.229781 3.9 -4.4 -1.4
C 0.418856 -1.797307 1.694137 0.2 -0.6 -1.8
O 0.529096 -1.032372 2.875677 5.8 -5.0 -0.3
C 1.889681 -0.832839 3.243971 0.9 -0.1 0.3
C 2.314627 0.564619 2.883673 0.5 0.1 -0.2
O 3.688524 0.717657 3.258428 -0.4 -0.2 -0.1
C 4.165076 1.900224 2.740439 0.5 0.7 -0.1
C 4.810191 1.951852 1.510176 0.0 0.0 0.3
C 5.277871 3.165277 1.010927 0.0 0.0 0.5
C 5.157953 4.358784 1.739990 -0.3 -0.3 -0.2
C 5.754413 5.670314 1.202336 1.0 -0.4 -0.1
C 7.105316 5.280371 0.531940 -0.4 0.6 -0.1
C 6.139500 6.667907 2.331667 -0.3 -0.5 -0.1
C 4.922348 6.384163 0.105425 -0.3 -0.3 0.8
C 3.394717 6.490428 0.281255 -0.3 0.6 -0.6
C 2.649138 5.205724 -0.134860 0.4 0.2 0.4
C 2.929882 6.983535 1.662637 -0.3 -0.2 -0.3
C 2.933220 7.568172 -0.723767 0.3 -0.1 0.0
C 4.523758 4.263032 2.978179 0.0 0.2 -0.1
C 4.023377 3.070159 3.471038 0.0 -0.4 -0.1
N -2.453131 -3.286769 -0.037464 0.4 -0.2 -0.5
C -2.657208 -4.070594 -1.135539 -0.9 -0.1 0.1
H -6.673286 -2.948879 -1.393860 0.1 0.2 0.1
H -7.281402 -4.588337 -1.388478 0.0 0.0 -0.1
H -7.466034 -3.633997 0.058654 0.0 0.3 0.1
H -6.477948 -5.927117 0.731305 0.0 -0.2 0.1
H -5.309012 -7.064247 -3.186661 -0.1 -0.2 0.1
H -6.072067 -6.257654 -1.855425 -0.1 0.1 0.1
H -7.363387 -5.125230 -3.412723 -0.1 0.2 0.0
H -6.517283 -5.912606 -4.708538 0.0 -0.1 -0.1
H -5.334514 -4.476487 -6.034198 0.3 -0.3 0.0
H -2.993195 -8.039812 -4.566707 -0.6 0.0 0.3
H -4.602090 -6.577590 -5.330858 -0.2 -0.6 0.4
H -1.086923 -5.285331 -3.886616 0.0 0.1 -0.1
H 0.717163 -2.499684 -0.804778 0.2 0.1 0.0
H -1.643752 -2.246018 2.028703 0.8 -0.6 -0.3
H -1.413943 -0.856385 1.010802 3.2 -1.5 -2.4
H 1.014841 -1.303422 0.917330 0.1 0.0 0.0
H 0.819433 -2.812244 1.787383 0.1 0.1 0.6
H 2.540893 -1.514330 2.695607 -0.1 -0.2 -0.1
H 2.044603 -1.063386 4.295628 -0.3 0.2 0.2
H 1.688485 1.332701 3.339966 0.2 -0.1 0.1
H 2.273148 0.673513 1.795345 -0.4 0.1 -0.1
H 4.961856 1.023659 0.974694 0.1 0.0 -0.1
H 5.794432 3.164399 0.064902 0.0 0.0 -0.1
H 6.936856 4.795231 -0.424655 0.1 -0.3 0.0
H 7.641076 6.202931 0.312139 0.2 0.0 -0.1
H 7.707879 4.664771 1.192891 0.1 -0.1 0.0
H 7.177897 6.957924 2.212946 0.1 0.3 -0.1
H 5.511639 7.550756 2.295819 0.0 0.2 0.2
H 6.072974 6.214530 3.315391 0.0 0.1 0.1
H 5.137993 5.902987 -0.848885 -0.2 0.0 -0.2
H 5.304987 7.403441 0.042479 0.2 0.1 -0.1
H 3.303303 4.595456 -0.742210 0.0 -0.3 -0.2
H 1.783876 5.475551 -0.734548 -0.2 -0.1 0.0
H 2.321682 4.644551 0.738307 0.0 -0.3 -0.1
H 1.922210 6.610495 1.845390 -0.1 0.0 0.0
H 2.847181 8.068446 1.658157 0.3 0.1 0.3
H 3.534947 6.642548 2.490927 0.1 0.1 0.1
H 1.873439 7.768535 -0.581344 -0.1 0.0 -0.1
H 3.481741 8.498683 -0.581779 0.0 0.1 0.0
H 3.100604 7.237566 -1.749343 -0.1 0.0 -0.1
H 4.423311 5.152160 3.580399 -0.1 0.0 0.1
H 3.539908 2.993115 4.434485 0.0 0.2 0.1
C -1.215627 0.332661 3.065672 -3.8 2.7 0.3
Br -0.675804 2.082366 2.470546 -0.4 0.3 -0.2
Br -1.705224 0.313273 4.926632 0.1 0.0 0.0
Br -2.616099 -0.382351 1.953999 -9.2 6.8 4.4
H -0.353089 -0.315077 2.959682 -1.6 1.7 0.4
C -3.626407 -3.306184 5.825676 -0.1 0.1 0.0
Br -3.862099 -2.276008 7.434820 0.0 0.0 0.0
Br -4.591806 -2.539174 4.350158 0.0 0.0 0.0
Br -1.764545 -3.554230 5.402526 0.0 0.0 0.0
H -4.043214 -4.285631 6.006689 0.0 0.0 0.0
C 1.985536 1.623756 -2.500279 0.1 -0.1 0.0
Br 1.871113 3.189014 -3.614023 0.0 -0.1 0.1
Br 3.439218 1.721352 -1.237993 -0.2 0.0 -0.3
Br 0.364040 1.263703 -1.535603 -0.2 0.1 0.0
H 2.159320 0.781100 -3.153326 0.0 0.0 0.0
C -4.944827 3.268948 5.130725 0.0 -0.1 0.0
Br -3.978719 4.091714 3.685680 0.0 0.0 0.0
Br -6.647073 4.121134 5.424683 0.0 0.0 0.0
Br -5.131991 1.374410 4.865741 -0.2 0.1 0.0
H -4.359573 3.410103 6.027416 0.0 0.0 0.0
C 1.323352 -6.000491 -8.954309 0.0 0.0 0.0
Br 2.438208 -5.955184 -10.525115 0.0 0.0 0.0
Br 0.252141 -4.410873 -8.797940 0.0 0.0 0.0
Br 0.245363 -7.590673 -8.892676 0.1 0.0 -0.1
H 1.981106 -6.027462 -8.098335 0.0 0.0 0.0